This record from the Open Molecules 2025 dataset describes a single C6H9NO molecule at a distorted geometry. The level of theory is ωB97M-V/def2-TZVPD.

Results
Highest occupied orbital energy ... -8.8 eV
Lowest unoccupied orbital energy ... -0.19 eV
Strongest force on any atom ... 1.15 eV/A
HOMO-LUMO gap ... 8.6 eV
Energy relative to the best compared isomer or geometry (same formula, charge and spin) ... 1.689 eV

Cartesian coordinates (Å):
C1 0.4923 0.5765 0.0472
C2 0.3085 -0.7536 -0.0701
C3 -2.2544 0.5136 -0.4722
C4 -1.6163 1.2871 0.6085
C5 1.7317 1.2604 -0.4443
C6 -0.7145 -1.6120 0.5961
N1 -0.3579 1.3996 0.7438
O1 -3.3560 0.0268 -0.4317
H1 1.0982 -1.3083 -0.5668
H2 -1.6318 0.4537 -1.3890
H3 -2.2585 1.8563 1.2702
H4 2.4249 0.5456 -0.8779
H5 2.2128 1.7661 0.3916
H6 1.4840 2.0169 -1.1883
H7 -1.4708 -1.9693 -0.1057
H8 -1.2250 -1.0789 1.3983
H9 -0.2244 -2.4913 1.0190